1.
The following is a quantum chemistry calculation of an isolated ion of composition C7H17N and charge -1 at a distorted geometry, from the OMol25 dataset.

Structure (XYZ):
```
25
C7H17N | the OMol25 dataset | ωB97M-V with the def2-TZVPD basis set
C -1.43321 -0.20456 1.61354
C -1.50674 0.81471 2.73843
C -0.05400 -0.29281 0.88116
N -0.19042 0.19938 -0.50914
C -0.48419 1.62460 -0.56613
C 2.25865 -0.63974 -0.67829
C 0.94622 -0.19493 -1.41500
C 0.38808 -1.43007 -2.22338
H -1.70230 -1.19337 2.00237
H -2.12655 -0.14892 0.76501
H -0.56378 0.88808 3.26980
H -1.79731 1.82064 2.43172
H -2.26097 0.43568 3.43223
H 0.61633 0.39398 1.40830
H 0.33013 -1.30735 0.82164
H -1.06179 1.88519 -1.45392
H 0.46876 2.17758 -0.57086
H -1.12681 1.96411 0.24393
H 2.35884 -1.72952 -0.72025
H 2.36128 -0.26653 0.32992
H 3.07512 -0.42748 -1.38421
H 1.21101 0.71274 -1.95678
H 0.31879 -1.12103 -3.27490
H -0.60705 -1.58941 -1.82241
H 0.99761 -2.32332 -2.16865
```

The orbital gap (spin up / spin down) comes out at 2.451 / 8.695 eV. Its charge is -1. As for the energy relative to the best compared isomer or geometry (same formula, charge and spin): 31.64 kcal per mole. The expectation value of S² is 0.750. The calculation puts the HOMO energy (spin up / spin down) at 1.48 / -4.70 eV. The spin multiplicity is 2.

=====

2.
The following is a quantum chemistry calculation of a 7-piece molecular cluster, C5H25N2O7 overall at a distorted geometry, from the OMol25 dataset.

Structure (XYZ):
```
39
C5H25N2O7 | the OMol25 dataset | ωB97M-V with the def2-TZVPD basis set
C 0.73108 1.11508 -0.18579
N 1.40203 -0.19728 0.14331
C 2.89407 -0.20154 0.25645
C 3.35770 -0.32004 -1.17709
C 2.71938 -1.36463 -2.06668
O 1.98490 -1.01700 -2.99318
C -0.60694 0.65384 -0.77349
N -0.70762 -0.68867 -1.37876
H 1.31121 1.76264 -0.91457
H 0.53788 1.78910 0.62985
H 0.99802 -0.64553 0.95572
H 3.27201 -0.84240 1.07552
H 3.19725 0.84665 0.62099
H 4.46281 -0.50166 -1.29518
H 3.15689 0.71832 -1.63295
H 2.97924 -2.36491 -1.91638
H -1.37986 0.53920 0.03116
H -1.12055 1.50056 -1.41487
H -1.40286 -1.23068 -0.83838
H 0.19234 -1.22251 -1.48597
H -0.93503 -0.49625 -2.34663
H -1.52002 -2.39107 1.62748
H -0.69738 -3.12423 0.62420
O -0.92544 -2.21961 0.89762
H -1.25192 2.75578 3.00284
H -2.42124 2.79063 1.98517
O -1.63788 2.34138 2.19759
H -4.13913 -0.86885 0.32345
H -2.98451 -1.80244 0.38979
O -3.26658 -1.03772 -0.10930
H 0.27453 0.35276 2.82782
H 0.17943 0.04313 4.23904
O 0.08080 0.77827 3.64217
H 0.25721 0.70031 -4.27183
H 0.87202 0.41586 -2.89307
O 0.18565 0.95373 -3.33188
H -2.95150 0.96463 2.54548
H -3.40752 0.86017 1.03042
O -3.69049 0.65499 1.97992
```

The orbital gap (spin up / spin down) comes out at 2.882 / 7.611 eV. Its charge is 0. As for the energy relative to the best compared isomer or geometry (same formula, charge and spin): 0.00 kcal per mole. The expectation value of S² is 0.752. The calculation puts the HOMO energy (spin up / spin down) at -3.03 / -7.81 eV. The spin multiplicity is 2.

=====

3.
The following is a quantum chemistry calculation of a 2-piece molecular cluster, C9H16O3Si overall at a distorted geometry, from the OMol25 dataset.

Structure (XYZ):
```
29
C9H16O3Si | the OMol25 dataset | ωB97M-V with the def2-TZVPD basis set
C 0.94013 -2.09523 0.81803
C 1.39773 0.61852 -1.32059
C -1.55868 -0.89311 -0.82784
C 1.76935 -2.77304 -0.05260
C 2.31788 1.66066 -0.94098
C -1.45386 -1.61365 -2.14569
C -0.84722 0.75061 2.44727
C -1.84345 2.46563 0.79949
C -0.71733 1.52047 1.05409
O 0.53511 -2.30602 1.91203
O 1.55392 -0.10760 -2.29921
O -2.46110 -1.14888 -0.05088
Si -0.14435 0.30263 -0.24623
H 2.66552 -2.16886 -0.33782
H 1.42019 -2.82530 -1.07261
H 2.09571 -3.87445 0.22830
H 3.38571 1.11351 -0.92326
H 2.04438 2.08620 -0.01329
H 2.18532 2.49205 -1.56529
H -1.05978 -2.53519 -1.90256
H -2.36561 -1.75788 -2.64684
H -0.92726 -0.98782 -2.79443
H -0.25580 -0.11437 2.50002
H -0.62963 1.54962 3.17979
H -1.86665 0.39963 2.66150
H -1.85817 2.74471 -0.22354
H -1.88060 3.48885 1.43964
H -2.65799 1.88466 1.06801
H 0.21655 2.12364 1.25548
```

The orbital gap (spin up / spin down) comes out at 6.900 / 6.905 eV. Its charge is 0. As for the energy relative to the best compared isomer or geometry (same formula, charge and spin): 85.90 kcal per mole. The calculation puts the HOMO energy (spin up / spin down) at -7.39 / -7.40 eV.

=====

4.
The following is a quantum chemistry calculation of C4H5MnO5S as an isolated structure, from the OMol25 dataset.

Structure (XYZ):
```
16
C4H5MnO5S | the OMol25 dataset | ωB97M-V with the def2-TZVPD basis set
Mn -0.29069 -0.44705 -1.49431
O 2.53695 1.89079 0.07280
C 1.60205 1.04710 -0.22878
O 1.24472 0.80494 -1.38307
C 0.97712 0.38164 0.97575
O 0.32262 -0.81042 0.51913
C -1.05636 -1.07877 0.96782
C -1.86730 -0.62054 -0.23765
O -2.18632 0.52787 -0.43353
O -1.87133 -1.59559 -1.23405
H 2.88110 2.33024 -0.72999
H 0.27063 1.08895 1.41607
H 1.74183 0.13160 1.70772
H -1.30635 -0.49766 1.84938
H -1.12786 -2.14230 1.15857
S -1.87081 -1.01079 -2.92588
```

The orbital gap (spin up / spin down) comes out at 8.045 / 8.409 eV. Its charge is +1. The expectation value of S² is 0.780. The calculation puts the HOMO energy (spin up / spin down) at -12.92 / -12.96 eV. The spin multiplicity is 2.

=====

5.
The following is a quantum chemistry calculation of a 4-piece molecular cluster, H8O4 overall at a distorted geometry, from the OMol25 dataset.

Structure (XYZ):
```
12
H8O4 | the OMol25 dataset | ωB97M-V with the def2-TZVPD basis set
O 13.05500 -17.69800 -32.88900
H 12.66400 -17.37900 -33.68300
H 14.01200 -17.70300 -33.09200
O 12.54500 -20.20700 -34.16000
H 11.72500 -20.69500 -33.84800
H 12.54100 -19.33400 -33.77200
O 10.51000 -21.62100 -32.86900
H 9.76800 -21.49000 -32.29800
H 11.27100 -21.83800 -32.25100
O 13.76600 -20.21800 -31.66900
H 13.53500 -20.33700 -32.56600
H 14.47500 -19.64300 -31.56200
```

The orbital gap comes out at 11.477 eV. Its charge is 0. As for the energy relative to the best compared isomer or geometry (same formula, charge and spin): 23.59 kcal per mole. The calculation puts the HOMO energy at -10.91 eV. The SMILES is O.O.O.O.

=====

6.
The following is a quantum chemistry calculation of C19H20CuN4O4S as an isolated structure, from the OMol25 dataset.

Structure (XYZ):
```
49
C19H20CuN4O4S | the OMol25 dataset | ωB97M-V with the def2-TZVPD basis set
Cu -0.41991 -0.28814 0.53273
C -0.16404 1.30439 -2.26351
C 0.01967 -0.13564 -2.70256
C -1.11567 -1.05532 -2.35307
C -1.05697 -2.38448 -2.76976
C -2.02836 -3.26370 -2.34255
C -3.04471 -2.79228 -1.52460
C -3.04030 -1.45134 -1.19482
N -2.11077 -0.59083 -1.60634
N 0.43704 1.48317 -0.95313
C 1.88713 1.39195 -0.98804
C 2.51180 0.61464 0.14910
C 3.78577 0.08407 0.00129
C 4.31181 -0.67937 1.02915
C 3.55063 -0.88465 2.16735
C 2.30097 -0.29500 2.23295
N 1.79737 0.45268 1.25415
C -0.06943 2.60902 -0.19544
C -0.90098 2.28163 1.03353
C -0.93398 3.18159 2.09089
C -1.77384 2.93482 3.16256
C -2.56410 1.79081 3.14233
C -2.45325 0.93209 2.06747
N -1.63537 1.16300 1.03324
H -1.22523 1.53558 -2.18770
H 0.28556 1.99200 -3.00444
H 0.89538 -0.55301 -2.20033
H 0.20621 -0.18990 -3.78072
H -0.21732 -2.72677 -3.36068
H -1.97534 -4.31135 -2.60962
H -3.80590 -3.45175 -1.13168
H -3.80874 -1.04240 -0.54657
H 2.33789 2.40087 -1.01626
H 2.18706 0.90478 -1.91416
H 4.33183 0.23074 -0.92292
H 5.28481 -1.14275 0.92425
H 3.88326 -1.53285 2.96422
H 1.64961 -0.46723 3.08076
H -0.68807 3.24177 -0.84495
H 0.76393 3.23722 0.13821
H -0.28925 4.05125 2.07246
H -1.80585 3.61502 4.00457
H -3.23242 1.54966 3.95690
H -2.99860 -0.00220 2.02612
O -0.56952 -1.96367 1.69015
S 0.19368 -2.80609 0.67307
O 1.38698 -3.36714 1.30514
O 0.61481 -1.80299 -0.40115
O -0.69529 -3.80189 0.08241
```

The orbital gap comes out at 5.919 eV. Its charge is -1. The calculation puts the HOMO energy at -3.13 eV.

=====

no.,M (Da)
1,115.220
2,225.262
3,200.310
4,220.084
5,72.060
6,464.006